(1)
This record from the OMol25 dataset describes a gas-phase ion, C6H12NO (charge -1) at a distorted geometry. The level of theory is ωB97M-V/def2-TZVPD.

Each line ends with the natural charge from an NBO analysis.
Atoms and positions in Å:
C  -1.10  -0.39  2.48  -0.0568
O  -1.58  0.89  2.08  -0.7652
C  0.18  -0.68  1.70  -0.4398
C  -0.17  -1.11  0.31  -0.5789
C  0.33  -0.55  -0.85  0.1752
C  0.43  -1.22  -2.05  -0.7808
C  0.78  1.69  -2.02  -0.4142
N  0.91  0.81  -0.85  -0.6591
H  -1.86  -1.16  2.30  0.1535
H  -0.84  -0.16  3.54  0.1474
H  0.97  -1.20  2.25  0.1579
H  0.62  0.34  1.65  0.1863
H  -0.86  -1.94  0.26  0.1797
H  -1.76  0.89  1.12  0.4687
H  0.61  -0.87  -3.04  0.1654
H  0.30  -2.28  -2.02  0.1731
H  0.91  2.75  -1.73  0.1794
H  1.67  1.48  -2.61  0.1785
H  -0.12  1.40  -2.54  0.1852
H  0.58  1.29  0.02  0.3447

Results
relative energy (zero: lowest compared OMol25 entry of this formula, charge and spin) = 32.2 kcal per mole
net charge = -1
gap between HOMO and LUMO = 0.1888 Ha
M = 114.168 u

***

(2)
This record from the OMol25 dataset describes a molecular structure, C6H12NO at a distorted geometry. The level of theory is ωB97M-V/def2-TZVPD.

Each line ends with the natural charge from an NBO analysis.
Atoms and positions in Å:
C  1.96  0.27  0.15  -0.0719
O  3.13  -0.03  -0.51  -0.9971
C  0.90  -0.77  0.34  -0.1441
C  -0.07  -0.82  1.44  -0.4800
C  -0.96  -0.34  0.27  0.1860
C  -1.77  -1.22  -0.45  -0.8486
C  -2.10  1.51  -0.60  -0.4353
N  -1.09  1.01  0.34  -0.6709
H  1.46  1.04  -0.50  0.1139
H  0.57  0.28  -2.95  -0.0477
H  0.98  -1.54  -0.41  0.1887
H  1.96  0.81  1.20  0.0470
H  0.10  -0.02  2.16  0.2039
H  -0.27  -1.74  2.04  0.1612
H  -2.24  -0.93  -1.35  0.1609
H  -1.70  -2.32  -0.31  0.1562
H  -2.51  2.44  -0.17  0.1449
H  -2.95  0.82  -0.82  0.1500
H  -1.61  1.78  -1.56  0.1431
H  1.10  0.63  -2.57  0.0396

Results
relative energy (zero: lowest compared OMol25 entry of this formula, charge and spin) = 69.4 kcal per mole
net charge = -2
multiplicity = 2
gap between HOMO and LUMO (spin up / spin down) = 0.1767 / 0.1938 Ha
M = 114.168 u

***

(3)
This record from the OMol25 dataset describes a molecular structure, C6H12NO at a distorted geometry. The level of theory is ωB97M-V/def2-TZVPD.

Each line ends with the Löwdin spin population.
Atoms and positions in Å:
C  -0.50  1.00  1.00  0.0067
C  -0.25  0.39  -0.38  0.0038
C  1.21  0.00  -0.70  0.0839
C  1.79  -0.73  0.39  0.4397
C  3.22  -0.92  0.10  0.2353
N  -1.22  -0.63  -0.79  0.0115
C  -2.72  -0.18  -0.61  0.0006
O  -3.39  0.10  0.54  0.0006
H  -1.45  1.53  1.00  0.0006
H  -0.48  0.25  1.83  0.0011
H  0.34  1.70  1.20  0.0041
H  -0.52  1.11  -1.10  0.0005
H  1.19  -0.49  -1.68  0.0230
H  1.77  0.94  -0.74  0.0315
H  1.00  -1.03  1.14  0.0265
H  2.83  0.04  0.95  0.0757
H  3.88  -1.38  0.69  0.0473
H  -0.83  -1.53  -0.32  0.0071
H  -3.26  -0.92  -1.27  0.0000
H  -2.62  0.75  -1.24  0.0005

Results
relative energy (zero: lowest compared OMol25 entry of this formula, charge and spin) = 90.2 kcal per mole
net charge = -2
multiplicity = 2
gap between HOMO and LUMO (spin up / spin down) = 0.1520 / 0.2306 Ha
M = 114.168 u

***

(4)
This record from the OMol25 dataset describes C6H12NO in the gas phase at a distorted geometry. The level of theory is ωB97M-V/def2-TZVPD.

Each line ends with the natural charge from an NBO analysis.
Atoms and positions in Å:
C  -1.37  -1.85  0.24  -0.1246
O  -2.03  -2.83  -0.42  -0.2840
C  -1.48  -0.48  -0.52  -0.4141
C  -0.92  0.62  0.35  -0.4303
C  0.54  0.95  0.05  -0.0704
C  1.50  0.69  0.94  -0.0157
N  2.83  1.10  0.81  -0.8101
C  0.76  1.67  -1.25  -0.6572
H  -0.31  -2.09  0.22  0.2300
H  -1.64  -1.82  1.31  0.1590
H  -0.91  -0.72  -1.42  0.2160
H  -2.54  -0.38  -0.72  0.2134
H  -1.47  1.57  0.34  0.2135
H  -1.01  0.38  1.41  0.2080
H  1.26  0.29  1.91  0.1882
H  3.49  0.37  1.06  0.3672
H  3.07  1.36  -0.14  0.3620
H  -0.12  1.57  -1.88  0.2202
H  1.64  1.38  -1.82  0.2091
H  0.84  2.74  -1.05  0.2197

Results
relative energy (zero: lowest compared OMol25 entry of this formula, charge and spin) = 10.3 kcal per mole
multiplicity = 2
gap between HOMO and LUMO (spin up / spin down) = 0.3343 / 0.2564 Ha
M = 114.168 u

***

(5)
This record from the OMol25 dataset describes a gas-phase ion, C6H12NO (charge +1) at a distorted geometry. The level of theory is ωB97M-V/def2-TZVPD.

Each line ends with the natural charge from an NBO analysis.
Atoms and positions in Å:
C  2.72  0.30  -0.12  -0.6727
C  1.27  0.35  0.00  0.0360
C  0.43  1.33  0.47  -0.2546
C  -1.09  0.97  0.41  0.2426
O  -1.93  1.79  -0.36  -0.6672
N  -0.99  -0.42  -0.23  -0.3767
C  -1.88  -1.44  0.23  -0.4382
C  0.46  -0.86  -0.29  -0.2540
H  3.10  1.27  0.20  0.2492
H  3.16  0.07  -1.16  0.2581
H  3.15  -0.38  0.63  0.2536
H  0.81  2.36  0.74  0.2587
H  -1.55  0.84  1.40  0.2130
H  -1.49  2.25  -1.00  0.4871
H  -1.12  -0.26  -1.28  0.4523
H  -1.98  -1.42  1.33  0.2403
H  -2.98  -1.40  -0.22  0.2677
H  -1.35  -2.35  0.05  0.2299
H  0.68  -1.29  -1.29  0.2377
H  0.58  -1.70  0.45  0.2372

Results
relative energy (zero: lowest compared OMol25 entry of this formula, charge and spin) = 18.2 kcal per mole
net charge = +1
gap between HOMO and LUMO = 0.3993 Ha
M = 114.168 u

***

Copy entry 2 word for word.
This record from the OMol25 dataset describes a molecular structure, C6H12NO at a distorted geometry. The level of theory is ωB97M-V/def2-TZVPD.

Each line ends with the natural charge from an NBO analysis.
Atoms and positions in Å:
C  1.96  0.27  0.15  -0.0719
O  3.13  -0.03  -0.51  -0.9971
C  0.90  -0.77  0.34  -0.1441
C  -0.07  -0.82  1.44  -0.4800
C  -0.96  -0.34  0.27  0.1860
C  -1.77  -1.22  -0.45  -0.8486
C  -2.10  1.51  -0.60  -0.4353
N  -1.09  1.01  0.34  -0.6709
H  1.46  1.04  -0.50  0.1139
H  0.57  0.28  -2.95  -0.0477
H  0.98  -1.54  -0.41  0.1887
H  1.96  0.81  1.20  0.0470
H  0.10  -0.02  2.16  0.2039
H  -0.27  -1.74  2.04  0.1612
H  -2.24  -0.93  -1.35  0.1609
H  -1.70  -2.32  -0.31  0.1562
H  -2.51  2.44  -0.17  0.1449
H  -2.95  0.82  -0.82  0.1500
H  -1.61  1.78  -1.56  0.1431
H  1.10  0.63  -2.57  0.0396

Results
relative energy (zero: lowest compared OMol25 entry of this formula, charge and spin) = 69.4 kcal per mole
net charge = -2
multiplicity = 2
gap between HOMO and LUMO (spin up / spin down) = 0.1767 / 0.1938 Ha
M = 114.168 u

***

Among the records above, which one has the highest relative energy (zero: lowest compared OMol25 entry of this formula, charge and spin)?
number 3

***

What is the M in the fourth record?
114.168 u

***

The lowest relative energy (zero: lowest compared OMol25 entry of this formula, charge and spin) belongs to which entry?
number 4